No. 1
Formula: C24H57N5O9S
Source: OMol25
Level of theory: ωB97M-V with the def2-TZVPD basis set

XYZ file:
```
96
Properties=species:S:1:pos:R:3:forces:R:3:lowdin_charge:R:1
C 1.1377 -2.2533 7.1351 -0.1 -0.1 -0.1 0.010
C 0.0772 -2.4308 6.0727 0.0 -0.3 -0.3 -0.467
O -0.3188 -3.5240 5.7589 -0.2 0.3 0.3 0.126
N -0.4598 -1.2783 5.4023 0.5 0.2 1.1 0.042
C -1.7203 -0.8278 5.8957 -0.5 0.0 -0.8 -0.443
C -2.0703 -1.0705 7.3414 -0.4 -0.5 -0.1 0.021
O -2.4815 -0.2381 5.1683 0.3 0.2 0.3 0.118
C 0.5280 -0.2265 5.0549 -0.2 0.0 -0.5 -0.253
C 0.1514 0.3525 3.6845 0.1 0.0 -0.4 -0.105
C 0.6812 1.7524 3.3678 -0.4 -0.2 -0.8 -0.171
O 1.7972 2.1576 4.2058 -0.2 0.0 0.1 -0.204
S 1.3056 2.4246 5.6814 0.0 0.4 0.5 0.615
O 2.4355 2.8210 6.4612 0.0 -0.1 -0.3 -0.261
O 0.1444 3.2629 5.6655 0.0 -0.2 -0.1 -0.262
C 0.8357 0.7816 6.1885 0.2 -0.1 0.2 -0.146
H 1.2062 -3.1882 7.6860 0.1 0.0 -0.1 0.093
H 2.0951 -2.0292 6.6597 0.0 0.0 0.2 0.094
H 0.8756 -1.4472 7.8183 0.1 0.1 0.0 0.080
H -3.1578 -1.0929 7.4106 0.1 0.1 0.1 0.094
H -1.7023 -0.2475 7.9557 0.1 0.0 0.0 0.092
H -1.6918 -2.0186 7.7231 0.1 0.1 0.0 0.082
H 1.4627 -0.7659 4.8907 -0.1 0.0 0.0 0.143
H 0.5606 -0.3356 2.9426 0.0 0.0 0.1 0.080
H -0.9240 0.3568 3.5176 0.0 0.0 0.4 0.108
H 1.0351 1.7699 2.3379 0.3 0.1 0.2 0.119
H -0.1223 2.4850 3.4248 0.2 0.2 0.3 0.115
H 1.7157 0.4414 6.7343 -0.1 0.0 0.1 0.096
H 0.0359 0.9299 6.9128 -0.2 0.0 -0.1 0.104
C 0.0541 -3.0427 0.7393 -0.1 0.0 -0.1 -0.055
C 1.3015 -2.3077 0.2572 -0.1 -0.1 0.2 -0.425
C 2.3570 -3.2133 -0.3893 0.0 0.1 -0.2 -0.202
O 3.1128 -3.9817 0.5227 0.0 0.0 0.0 -0.184
C 2.4994 -5.1762 0.9703 0.1 0.0 0.0 -0.102
N 1.8565 -1.5323 1.3703 0.3 0.0 -0.1 0.056
H 0.2316 -3.5694 1.6768 0.0 0.0 0.0 0.068
H -0.7527 -2.3317 0.9214 0.0 0.0 0.0 0.070
H -0.2929 -3.7655 -0.0014 0.0 0.0 0.0 0.081
H 0.9843 -1.5980 -0.5153 0.1 0.0 0.0 0.120
H 3.0812 -2.5711 -0.8971 0.1 -0.1 0.0 0.106
H 1.9126 -3.8622 -1.1559 -0.1 0.0 0.1 0.124
H 1.8975 -5.6342 0.1797 0.0 0.0 0.0 0.091
H 1.8720 -5.0084 1.8489 -0.1 0.0 0.0 0.076
H 3.2956 -5.8659 1.2475 0.0 0.0 0.0 0.088
H 2.6167 -0.9463 1.0283 -0.1 0.1 0.0 0.066
H 2.3099 -2.1933 1.9968 -0.1 0.0 0.0 0.080
C 4.0021 1.7945 -2.5586 0.0 0.1 0.0 -0.065
C 5.0724 1.0056 -1.8102 -0.2 0.1 -0.1 -0.428
C 6.0136 0.2081 -2.7206 0.1 0.0 0.1 -0.208
O 5.4522 -0.9700 -3.2640 -0.1 0.0 0.0 -0.189
C 4.6460 -0.7906 -4.4125 0.0 -0.1 0.0 -0.105
N 4.4213 0.1555 -0.8092 0.1 -0.2 0.1 0.044
H 3.1919 1.1503 -2.9012 0.0 0.0 0.0 0.059
H 3.5613 2.5423 -1.9001 0.0 0.0 0.0 0.076
H 4.4207 2.3090 -3.4254 0.0 0.0 0.0 0.079
H 5.6956 1.7273 -1.2739 0.1 0.0 0.0 0.136
H 6.8621 -0.1292 -2.1200 0.0 0.0 0.0 0.123
H 6.4137 0.8431 -3.5222 -0.1 0.0 0.0 0.121
H 5.0264 0.0181 -5.0437 0.0 0.0 0.0 0.091
H 3.6048 -0.5837 -4.1526 0.0 0.1 0.0 0.074
H 4.6763 -1.7204 -4.9795 0.0 0.0 0.0 0.087
H 5.1326 -0.2813 -0.2291 0.0 0.1 0.1 0.079
H 3.9981 -0.6223 -1.3093 0.0 0.0 0.0 0.046
C -2.8351 1.4080 -1.6142 0.0 -0.1 0.1 -0.064
C -1.5420 0.7206 -1.1889 0.0 0.2 -0.1 -0.429
C -1.0424 1.1199 0.2040 0.1 -0.3 0.1 -0.212
O -0.4358 2.3962 0.2779 -0.1 0.0 0.0 -0.202
C -1.3332 3.4865 0.3877 0.1 0.1 0.0 -0.099
N -0.5220 0.9337 -2.2219 0.1 -0.1 0.1 0.047
H -2.6655 2.4355 -1.9354 0.0 0.0 0.0 0.068
H -3.2850 0.8896 -2.4573 0.0 0.0 -0.1 0.049
H -3.5614 1.4194 -0.7984 0.0 0.0 0.0 0.081
H -1.7410 -0.3556 -1.1434 0.0 0.0 0.0 0.131
H -0.2580 0.4115 0.4944 0.0 0.0 0.0 0.104
H -1.8436 1.0357 0.9517 -0.1 0.0 -0.1 0.124
H -2.2150 3.2183 0.9772 0.0 0.0 0.0 0.093
H -1.6509 3.8511 -0.5917 -0.1 0.0 0.0 0.076
H -0.8041 4.2933 0.8947 0.0 0.0 0.0 0.089
H 0.3016 0.3807 -2.0011 0.0 0.0 0.0 0.052
H -0.2061 1.8974 -2.1529 0.0 0.0 -0.1 0.070
C -3.8719 2.3645 -6.3987 0.1 0.0 0.0 -0.069
C -4.3299 0.9976 -5.9002 -0.1 0.2 0.0 -0.431
C -5.2785 0.2676 -6.8592 0.1 -0.2 0.0 -0.212
O -6.6039 0.7579 -6.8748 0.0 0.1 0.0 -0.189
C -6.8227 1.9003 -7.6786 -0.1 0.0 0.0 -0.108
N -4.8956 1.1491 -4.5572 -0.1 -0.2 -0.1 0.041
H -4.6453 3.1213 -6.2675 0.0 0.0 0.0 0.065
H -3.0005 2.6927 -5.8330 0.0 0.0 0.0 0.075
H -3.5989 2.3317 -7.4553 0.0 0.0 0.0 0.078
H -3.4393 0.3679 -5.8101 0.0 0.0 0.0 0.136
H -5.3611 -0.7709 -6.5284 0.0 0.0 0.0 0.121
H -4.8688 0.2531 -7.8784 0.0 0.1 0.0 0.120
H -6.1976 1.8807 -8.5766 0.0 0.0 0.0 0.090
H -6.6352 2.8268 -7.1304 0.1 0.0 0.0 0.075
H -7.8693 1.8903 -7.9809 0.0 0.0 0.0 0.087
H -5.0901 0.2298 -4.1705 0.1 0.0 0.0 0.075
H -5.8118 1.5804 -4.6486 0.0 0.1 0.0 0.073
```
Positions in Å, forces in eV/Å.

Output
electronic energy	-2297.6723	a.u.
molar mass	591.8	u
HOMO	-0.336	Ha
SMILES	CC(=O)N(C(C)=O)[C@H]1CCOS(=O)(=O)C1.COC[C@@H](C)N.COC[C@@H](C)N.COC[C@@H](C)N.COC[C@@H](C)N
net charge	0
relative energy (zero: lowest compared OMol25 entry of this formula, charge and spin)	0.0	kcal per mole
LUMO	0.44	eV


No. 2
Formula: C27H53FN5O3S
Source: OMol25
Level of theory: ωB97M-V with the def2-TZVPD basis set

XYZ file:
```
90
Properties=species:S:1:pos:R:3:forces:R:3:lowdin_charge:R:1
F 6.9753 -1.7507 5.4333 -0.2 0.3 0.3 0.066
N 5.8854 -1.3944 4.6799 0.3 -0.4 -1.4 0.095
C 5.5525 -2.5564 3.7831 -1.9 -2.7 -0.6 -0.103
C 4.2732 -2.2537 2.8337 0.5 0.1 0.0 -0.153
C 4.5454 -1.1196 1.7322 -0.3 -0.4 -0.6 -0.199
C 3.2870 -0.1696 1.4274 1.1 0.8 0.1 -0.184
C 3.5179 1.1922 2.2855 -0.6 0.1 -1.4 -0.223
C 2.1677 2.0009 2.5839 0.5 0.6 0.3 -0.247
C 1.4695 1.6617 3.9879 -0.4 1.8 -1.2 -0.460
S 1.4329 -0.1327 4.4427 -1.0 -0.3 -0.4 0.890
C 0.1853 -1.0433 3.4571 -2.0 -0.3 -2.2 -0.524
N -0.3111 -0.8836 2.1335 1.4 -1.8 5.3 0.029
N -1.2041 -1.9160 1.9706 -0.3 -2.7 4.1 -0.011
C -1.3017 -2.7004 3.1508 1.8 3.8 -2.9 -0.050
O -0.4214 -2.1445 4.1428 -0.5 1.0 -3.3 -0.062
H 5.1090 -1.1214 5.3151 0.4 -0.2 -0.3 0.216
H 6.1937 -0.5947 4.0965 -0.2 -0.1 0.4 0.193
H 6.4538 -2.9626 3.2078 -1.0 1.3 1.0 0.161
H 5.2154 -3.4081 4.4868 0.7 1.4 -0.9 0.155
H 3.4058 -2.0359 3.5414 1.0 0.0 -1.1 0.079
H 4.0174 -3.2210 2.2654 0.5 1.3 1.2 0.141
H 5.4287 -0.4545 2.0392 -1.1 -0.8 -0.5 0.098
H 4.8531 -1.6394 0.7477 -0.3 0.8 1.7 0.125
H 3.3512 0.1359 0.3186 -0.3 -0.6 1.7 0.118
H 2.2720 -0.6533 1.6101 1.5 0.5 -0.1 0.086
H 4.1519 1.8699 1.5970 -0.8 -1.1 1.2 0.125
H 4.1612 0.9755 3.2052 -1.1 0.4 -0.8 0.085
H 1.4181 1.9278 1.7201 1.2 -0.2 1.2 0.126
H 2.4650 3.1176 2.6311 -0.6 -1.7 0.0 0.120
H 2.0533 2.2325 4.8055 -0.8 -1.5 -1.0 0.098
H 0.4292 2.1634 3.9765 1.5 -1.2 0.2 0.105
H -1.9560 -3.6244 3.2882 1.3 1.6 0.1 0.152
C 1.3312 1.8086 -5.0763 -0.1 -0.3 -0.2 -0.038
C 2.7183 1.9083 -4.3980 -1.6 1.4 -0.9 -0.485
C 3.8081 2.0435 -5.4816 0.3 -0.3 0.1 -0.136
C 4.0590 0.7408 -6.2320 0.0 0.0 0.0 -0.180
C 4.3890 -0.3832 -5.2550 0.1 0.4 -0.1 -0.136
C 3.3360 -0.5572 -4.1405 -0.7 -2.0 -0.5 -0.482
N 2.9470 0.7367 -3.4957 4.1 1.1 1.0 -0.039
O 3.9439 1.0768 -2.6361 -2.1 -0.6 -0.8 -0.049
C 2.0786 -1.2554 -4.7128 -0.2 0.1 -0.3 -0.039
C 3.8843 -1.5901 -3.1191 0.2 0.6 0.4 -0.055
C 2.6261 3.2443 -3.6150 0.5 -0.4 0.5 -0.047
H 1.1101 2.7246 -5.6327 0.2 0.0 0.2 0.090
H 1.2483 1.0082 -5.8069 0.0 -0.1 0.1 0.055
H 0.5377 1.6786 -4.3349 0.1 0.0 0.0 0.094
H 4.7506 2.3718 -5.0269 -0.1 -0.1 0.2 0.125
H 3.5319 2.8232 -6.1990 -0.2 0.0 0.2 0.126
H 3.1934 0.4754 -6.8471 0.0 0.0 0.1 0.106
H 4.8936 0.8761 -6.9272 -0.1 0.0 0.1 0.117
H 4.5024 -1.3188 -5.8144 -0.2 0.0 0.3 0.127
H 5.3696 -0.1742 -4.8118 -0.1 0.0 0.2 0.123
H 1.2392 -1.1939 -4.0141 0.1 0.1 -0.1 0.095
H 2.2661 -2.3183 -4.8927 0.2 0.2 0.1 0.085
H 1.7604 -0.8605 -5.6764 0.0 0.1 0.1 0.061
H 4.8494 -1.2952 -2.6979 -0.2 0.2 0.0 0.071
H 4.0461 -2.5608 -3.5965 -0.2 0.2 -0.2 0.084
H 3.1796 -1.7412 -2.2948 0.0 0.1 -0.1 0.082
H 1.8716 3.1872 -2.8238 0.1 -0.1 -0.1 0.087
H 2.3444 4.0637 -4.2801 -0.1 -0.3 -0.2 0.086
H 3.5770 3.5349 -3.1611 -0.1 -0.2 0.0 0.075
C -5.1819 -1.4837 2.1882 -0.3 -0.1 0.2 -0.040
C -5.1044 -0.3325 1.1574 1.3 -1.2 1.1 -0.480
C -4.9861 1.0128 1.9030 -0.3 0.2 -0.1 -0.138
C -6.2929 1.4389 2.5627 0.0 0.0 0.0 -0.184
C -7.4221 1.4733 1.5372 0.4 0.1 0.1 -0.136
C -7.5791 0.1541 0.7523 -2.0 -0.6 0.6 -0.483
N -6.2792 -0.3758 0.2329 1.0 3.6 -2.1 -0.043
O -5.9545 0.3543 -0.8670 -0.6 -1.8 1.5 -0.022
C -8.2576 -0.9105 1.6483 0.1 -0.1 0.3 -0.043
C -8.6202 0.3876 -0.3756 0.6 0.1 -0.4 -0.047
C -3.7674 -0.6145 0.4236 -0.4 0.4 -0.5 -0.052
H -4.2616 -1.5308 2.7797 0.0 0.1 -0.2 0.069
H -5.9808 -1.3768 2.9176 -0.1 0.0 -0.1 0.054
H -5.2995 -2.4511 1.6912 -0.1 0.1 0.0 0.093
H -4.6728 1.8007 1.2076 -0.1 -0.2 -0.1 0.125
H -4.2016 0.9541 2.6655 0.0 -0.2 -0.2 0.120
H -6.5447 0.7693 3.3915 0.0 0.0 -0.1 0.103
H -6.1707 2.4334 3.0040 0.0 -0.1 0.0 0.113
H -8.3594 1.7206 2.0485 0.0 -0.2 -0.2 0.126
H -7.2285 2.2991 0.8431 0.0 -0.2 -0.1 0.124
H -8.1826 -1.9073 1.2042 0.1 0.1 0.0 0.094
H -9.3234 -0.6974 1.7745 0.2 0.1 -0.2 0.085
H -7.8580 -0.9483 2.6610 0.1 -0.1 -0.1 0.057
H -8.3408 1.2054 -1.0447 0.2 -0.2 0.1 0.077
H -9.5936 0.6585 0.0438 0.2 -0.1 0.2 0.085
H -8.7600 -0.5165 -0.9760 0.1 0.1 0.1 0.090
H -3.8124 -1.5565 -0.1322 -0.1 0.1 0.1 0.091
H -2.9422 -0.6924 1.1348 -0.4 0.0 0.1 0.035
H -3.4914 0.1808 -0.2737 -0.3 -0.1 0.0 0.079
```
Positions in Å, forces in eV/Å.

Output
electronic energy	-2057.5044	a.u.
molar mass	546.8	u
HOMO (alpha / beta)	-0.369 / -0.391	Ha
net charge	+1
multiplicity	3
LUMO (alpha / beta)	-3.47 / -3.47	eV
<S²>	2.0090